# C33H65N4O2PSSbSi3Sn

A molecular structure, C33H65N4O2PSSbSi3Sn (ωB97M-V/def2-TZVPD, the OMol25 dataset).

- Maximum force: 1.30 eV Å⁻¹
- ΔE to the lowest compared entry with this formula, charge and spin: 11.5 kcal/mol
- LUMO: -3.562 eV
- HOMO level: -9.4 eV
- Total charge: +1

CARTESIAN COORDINATES (ANGSTROEM)
1 Sn -0.0655 -0.1891 0.1202
2 C 5.9819 -0.6223 2.4530
3 Si 5.8494 -0.6721 0.5480
4 C 7.3017 0.2562 -0.2699
5 C 5.9410 -2.4957 -0.0117
6 Sb 3.3886 0.1311 0.1229
7 Si 3.7334 2.6063 0.8726
8 C 3.0441 3.8217 -0.4266
9 C 2.6546 2.6855 2.4509
10 C 5.5187 3.2035 1.2200
11 Si 3.2463 0.3766 -2.4968
12 C 1.8687 1.5734 -3.0596
13 C 4.9080 0.8591 -3.3042
14 C 2.7048 -1.3168 -3.2155
15 H 6.9283 -1.0191 2.8052
16 H 5.1891 -1.2147 2.9020
17 H 5.8864 0.3888 2.8371
18 H 8.2442 -0.1975 0.0187
19 H 7.3336 1.2958 0.0314
20 H 7.2396 0.2251 -1.3520
21 H 6.9507 -2.8737 0.0975
22 H 5.6502 -2.6162 -1.0511
23 H 5.2951 -3.1269 0.5892
24 H 2.0004 3.6059 -0.6336
25 H 3.5934 3.7712 -1.3605
26 H 3.1145 4.8399 -0.0588
27 H 1.6421 2.3567 2.2138
28 H 2.5878 3.6878 2.8684
29 H 3.0352 2.0288 3.2313
30 H 6.0869 3.2826 0.2958
31 H 6.0621 2.5486 1.8903
32 H 5.5032 4.1929 1.6698
33 H 2.1493 2.6129 -2.9352
34 H 0.9549 1.4105 -2.4870
35 H 1.6316 1.4227 -4.1109
36 H 5.3331 1.7560 -2.8659
37 H 4.7769 1.0411 -4.3662
38 H 5.6383 0.0633 -3.2008
39 H 1.8213 -1.6976 -2.7054
40 H 3.4860 -2.0643 -3.1383
41 H 2.4635 -1.2196 -4.2694
42 C -2.3147 -0.9050 0.6328
43 C -3.3722 -0.0618 1.1950
44 C -4.2263 0.6730 0.3612
45 C -5.2295 1.4630 0.8730
46 C -5.4137 1.5455 2.2563
47 C -4.5739 0.8136 3.1033
48 C -3.5735 0.0280 2.5784
49 C -6.3853 2.3990 2.8133
50 N -7.1294 3.1229 3.3023
51 H -2.6367 -1.3005 -0.3444
52 H -2.1088 -1.7601 1.2965
53 H -4.0862 0.6177 -0.7089
54 H -5.8880 2.0122 0.2148
55 H -4.7295 0.8675 4.1725
56 H -2.9346 -0.5344 3.2504
57 O -0.2377 2.2252 -0.1935
58 P -1.3001 3.2774 -0.2234
59 N -2.0948 3.3089 1.2187
60 C -1.4589 2.8556 2.4508
61 C -2.3561 3.3921 3.5635
62 C -2.9067 4.6843 2.9667
63 C -3.1253 4.3048 1.5063
64 N -2.4122 2.9398 -1.3890
65 C -2.1936 2.0106 -2.4890
66 C -3.4279 2.1740 -3.3782
67 C -3.8108 3.6363 -3.1553
68 C -3.5443 3.8153 -1.6634
69 N -0.7662 4.8284 -0.5361
70 C -0.3238 5.2218 -1.8772
71 C 0.6819 6.3535 -1.6559
72 C 0.3022 6.8840 -0.2758
73 C -0.0502 5.6045 0.4717
74 H -0.4452 3.2598 2.5438
75 H -1.3890 1.7622 2.4561
76 H -1.8018 3.5491 4.4859
77 H -3.1692 2.6927 3.7508
78 H -2.1609 5.4771 3.0463
79 H -3.8258 5.0174 3.4434
80 H -3.0414 5.1573 0.8289
81 H -4.1106 3.8478 1.3761
82 H -2.0831 0.9841 -2.1134
83 H -1.2810 2.2619 -3.0412
84 H -4.2431 1.5332 -3.0366
85 H -3.2195 1.9498 -4.4228
86 H -4.8458 3.8501 -3.4145
87 H -3.1545 4.2902 -3.7339
88 H -4.4065 3.4942 -1.0722
89 H -3.3141 4.8484 -1.3986
90 H -1.1870 5.5810 -2.4476
91 H 0.1195 4.3813 -2.4156
92 H 0.6177 7.1132 -2.4310
93 H 1.6989 5.9639 -1.6386
94 H -0.5787 7.5220 -0.3537
95 H 1.1033 7.4467 0.1978
96 H -0.6925 5.7830 1.3341
97 H 0.8578 5.0905 0.8092
98 O 0.4190 -2.5038 -0.2980
99 S 0.7482 -3.7599 -1.0605
100 C 2.5739 -3.9548 -0.9109
101 C 2.8488 -4.8895 0.2546
102 C 1.7295 -5.9234 0.2245
103 C 0.4417 -5.1276 0.1345
104 H 2.9926 -2.9597 -0.7838
105 H 2.9122 -4.3804 -1.8542
106 H 2.8233 -4.3330 1.1935
107 H 3.8285 -5.3563 0.1603
108 H 1.7398 -6.5601 1.1077
109 H 1.8305 -6.5601 -0.6572
110 H 0.1944 -4.6293 1.0696
111 H -0.4048 -5.7167 -0.2088

***

# C7H13N2O2

A gas-phase ion, C7H13N2O2 (charge +1) (ωB97M-V/def2-TZVPD, the OMol25 dataset).

- Maximum force: 6.08 eV Å⁻¹
- ΔE to the lowest compared entry with this formula, charge and spin: 121.0 kcal/mol
- LUMO: -3.395 eV
- HOMO level: -13.3 eV
- Total charge: +1

CARTESIAN COORDINATES (ANGSTROEM)
1 C -2.7294 -0.6240 -2.0581
2 O -1.4210 -1.1212 -1.8699
3 N -0.5058 -0.5264 -0.9823
4 C -0.1953 0.8899 -0.9633
5 N 0.7232 0.9668 0.0001
6 O 1.1274 2.1293 0.5926
7 C 2.1471 2.8710 -0.1358
8 C 0.8804 -0.1797 0.6480
9 C 1.6960 -0.1887 1.9526
10 C 0.0977 -1.1679 0.0848
11 C 0.0486 -2.5960 0.4798
12 H -2.9410 -0.1236 -1.1366
13 H -3.3815 -1.3942 -2.4106
14 H -2.7741 0.1362 -2.8764
15 H -0.4672 1.6537 -1.7368
16 H 2.0750 3.8898 0.3290
17 H 1.9545 2.7057 -1.2367
18 H 3.1969 2.4873 0.0852
19 H 1.2188 -0.5825 2.7268
20 H 2.6937 -0.8675 1.8360
21 H 2.0383 0.8430 2.2649
22 H 1.0245 -3.0033 0.3224
23 H -0.1524 -2.5280 1.6214
24 H -0.7422 -3.2149 0.0789

***

# C3H6N2O2

C3H6N2O2 in the gas phase (ωB97M-V/def2-TZVPD, the OMol25 dataset).

- Maximum force: 5.35 eV Å⁻¹
- ΔE to the lowest compared entry with this formula, charge and spin: 127.1 kcal/mol
- LUMO: 0.437 eV
- HOMO level: -9.2 eV

CARTESIAN COORDINATES (ANGSTROEM)
1 C 0.6217 -1.0748 -1.7280
2 N 0.2385 -0.5588 -0.4504
3 O -0.3772 -1.2879 0.3676
4 N 0.5773 0.6258 -0.2752
5 C 0.0837 1.2119 0.9429
6 C -1.0207 0.3769 1.4731
7 O -2.1448 0.5406 1.1544
8 H 1.4710 -0.5210 -1.9718
9 H 0.7654 -2.1085 -1.5772
10 H 0.0582 -0.7328 -2.5933
11 H 0.9342 1.5339 1.4758
12 H -0.3726 2.2533 0.7187
13 H -0.8347 -0.2586 2.4634